No. 1
C16H13AuCl2O3PTi as an isolated structure in a non-equilibrium geometry. Source: the Open Molecules 2025 dataset; level of theory: ωB97M-V/def2-TZVPD.

Results
energy relative to the best compared isomer or geometry (same formula, charge and spin) = 0.0 kJ/mol
F_max = 8.90 eV/Å
multiplicity = 4
orbital gap (alpha / beta) = 6.7 / 5.9 eV
<S²> = 3.782
HOMO (alpha / beta) = -21.8 / -22.5 eV
total charge = +4

The geometry in XYZ format:
```
37
C16H13AuCl2O3PTi | the Open Molecules 2025 dataset | ωB97M-V/def2-TZVPD
Au 2.595 1.365 -0.670
Ti -0.353 0.223 0.572
Cl 0.477 2.359 -0.443
Cl 1.760 0.068 1.545
P -2.438 0.716 -0.337
O -0.307 -2.936 0.415
O 5.386 0.036 -0.702
O 3.260 3.080 -3.156
C -3.544 -2.082 2.476
C -6.197 2.234 -0.117
C -3.466 -1.325 1.313
C 4.371 0.597 -0.697
C -0.246 -1.793 0.177
C -1.798 0.152 2.407
C -5.096 3.244 -2.003
C 3.141 2.451 -2.213
C -5.005 1.629 0.277
C -6.252 3.044 -1.251
C -2.834 -1.701 3.625
C -2.747 -0.488 -1.603
C -3.847 1.835 -0.494
C -3.890 2.651 -1.646
C -2.001 -0.592 3.602
C -2.606 -0.215 1.274
H -1.456 -0.297 4.508
H -2.981 2.760 -2.261
H -7.105 2.020 0.457
H -2.521 0.002 -2.560
H -2.937 -2.302 4.535
H -4.186 -2.975 2.498
H -7.191 3.495 -1.552
H -1.179 1.091 2.387
H -2.164 -1.408 -1.559
H -5.140 3.844 -2.919
H -3.822 -0.739 -1.583
H -4.004 -1.620 0.394
H -4.963 0.947 1.146
```



No. 2
C3H3BiO as an isolated structure in a non-equilibrium geometry. Source: the Open Molecules 2025 dataset; level of theory: ωB97M-V/def2-TZVPD.

Results
energy relative to the best compared isomer or geometry (same formula, charge and spin) = 62.3 kJ/mol
F_max = 6.02 eV/Å
multiplicity = 1
orbital gap (alpha / beta) = 8.7 / 5.2 eV
HOMO (alpha / beta) = -20.8 / -18.5 eV
total charge = +2

The geometry in XYZ format:
```
8
C3H3BiO | the Open Molecules 2025 dataset | ωB97M-V/def2-TZVPD
Bi -1.664 -0.254 2.637
O -0.265 -0.506 1.405
C -0.358 -0.357 0.062
C 0.239 0.917 -0.763
C 1.046 -0.089 -0.752
H 1.984 -0.563 -1.025
H -0.976 -1.080 -0.498
H -0.006 1.931 -1.066
```



No. 3
A 6-piece molecular cluster, C40H66F7N10O3S overall in a non-equilibrium geometry. Source: the Open Molecules 2025 dataset; level of theory: ωB97M-V/def2-TZVPD.

Results
F_max = 1.96 eV/Å
multiplicity = 1
orbital gap = 9.4 eV
HOMO = -12.0 eV
total charge = +1

The geometry in XYZ format:
```
127
C40H66F7N10O3S | the Open Molecules 2025 dataset | ωB97M-V/def2-TZVPD
S 0.803 -1.149 -1.332
F -0.889 -1.860 -3.115
F -1.367 0.065 -2.262
F -0.588 0.368 5.305
F -0.730 0.711 0.086
F -1.799 -1.767 -1.141
F -0.646 -1.659 6.067
F -2.043 -0.173 6.812
O 1.459 -0.027 -1.912
O -2.323 -0.918 4.776
O 1.360 -2.419 -1.693
N 2.549 3.126 0.766
N 3.345 -1.227 0.587
N -3.476 -1.023 -8.170
N 4.701 6.048 -3.220
N -4.719 1.780 2.360
N 4.397 -0.876 8.125
N -4.650 -3.996 0.268
N 1.994 -1.976 3.621
N -1.416 -0.851 1.677
N -5.726 3.577 -6.424
C -0.279 -0.590 -10.030
C 2.361 0.522 8.989
C -4.015 0.920 -5.011
C 7.836 4.643 -2.733
C 1.292 4.788 -1.980
C -2.522 0.079 1.937
C -2.352 1.323 2.494
C -2.802 1.840 -4.922
C -1.409 -0.615 5.724
C 2.628 4.819 -1.233
C 2.174 -0.412 0.823
C -2.084 -3.953 1.358
C 0.968 -1.569 9.414
C -4.826 1.124 -6.292
C -2.316 0.867 -9.557
C 0.996 -3.042 3.489
C -3.808 -5.152 -0.073
C 7.126 5.913 -2.252
C -3.461 2.112 2.661
C -1.994 -1.960 3.865
C 0.657 -2.531 1.009
C 0.994 3.398 -2.518
C 0.806 -1.082 0.495
C -4.833 0.553 1.854
C 1.540 -0.284 10.002
C -5.338 2.496 -6.365
C 3.506 -0.255 8.504
C -2.969 -0.183 -8.771
C -1.397 0.261 -10.623
C -0.939 -1.156 -1.988
C -0.043 -2.773 2.378
C -0.835 -4.083 2.229
C -3.797 -0.316 1.611
C 5.767 5.988 -2.791
C 2.583 3.881 -0.103
C 2.291 -1.622 5.037
C -2.553 -5.289 0.808
C -0.896 -1.598 2.872
C 7.126 3.366 -2.295
C -0.265 -0.131 1.024
H 7.913 4.659 -3.821
H 7.067 5.929 -1.162
H -3.682 -0.120 -4.973
H 1.606 -3.044 1.035
H -4.967 -3.496 -0.544
H 7.041 3.315 -1.208
H 2.268 0.513 0.258
H -5.670 0.434 -6.322
H 1.723 -0.761 5.361
H 1.745 0.803 8.133
H 0.338 -0.005 -9.345
H 0.185 0.470 1.807
H 1.760 -2.247 9.094
H 1.777 3.058 -3.198
H 3.797 -1.524 1.432
H -4.656 1.084 -4.142
H -1.747 1.505 -8.879
H 2.127 -2.458 5.714
H 2.861 -2.378 3.301
H 0.495 -3.275 4.423
H -1.769 -1.515 0.976
H 0.072 -3.063 0.267
H 0.330 -1.355 8.554
H -4.407 -6.050 0.039
H 0.047 3.378 -3.060
H -1.385 1.685 2.798
H -2.239 1.639 -4.011
H -3.991 -1.285 1.171
H 0.919 2.679 -1.700
H -1.762 -5.661 0.160
H 3.441 4.535 -1.894
H -1.129 -4.492 3.193
H -2.134 1.691 -5.773
H -1.890 -3.328 0.485
H 7.672 6.801 -2.571
H -2.905 -2.134 3.307
H 3.210 -1.999 -0.047
H -2.686 -6.015 1.601
H 1.497 -3.962 3.187
H -3.530 -5.063 -1.115
H 0.368 -2.094 10.156
H -0.213 -0.915 3.375
H 1.321 5.508 -2.799
H -0.677 -1.448 -9.486
H 2.837 5.819 -0.856
H -0.158 -4.815 1.795
H -0.962 1.072 -11.208
H -4.211 0.922 -7.163
H 3.350 -1.408 5.097
H -5.415 -4.234 0.875
H 0.724 0.342 10.365
H 2.163 -0.528 10.863
H 6.123 3.301 -2.720
H 7.678 2.489 -2.631
H 2.737 1.437 9.446
H -5.833 0.222 1.618
H -3.314 3.099 3.074
H 0.366 -0.974 -10.819
H -3.090 1.479 -10.022
H -2.921 -3.549 1.917
H 8.854 4.643 -2.340
H 0.489 5.101 -1.309
H -1.988 -0.347 -11.310
H 2.170 -0.117 1.864
H -1.796 -2.893 4.367
H -3.097 2.890 -4.898
```



No. 4
C48H54BIN9Re as an isolated structure in a non-equilibrium geometry. Source: the Open Molecules 2025 dataset; level of theory: ωB97M-V/def2-TZVPD.

Results
F_max = 1.69 eV/Å
multiplicity = 2
orbital gap (alpha / beta) = 5.3 / 5.8 eV
<S²> = 0.767
HOMO (alpha / beta) = -9.8 / -9.8 eV
total charge = +1

The geometry in XYZ format:
```
114
C48H54BIN9Re | the Open Molecules 2025 dataset | ωB97M-V/def2-TZVPD
Re 0.527 0.455 -0.426
I 2.734 2.144 0.954
N -0.640 1.248 1.029
N -0.943 3.356 -0.176
N -0.390 1.827 -1.934
N 4.080 -0.640 -2.527
N 2.173 0.097 -1.776
N -2.015 -1.268 -1.470
N -0.244 -2.683 -1.175
N -1.811 -1.890 2.056
N -0.816 -0.030 3.186
C -3.696 1.054 -3.816
C -0.485 2.591 4.473
C -2.592 -3.718 3.401
C 2.746 1.083 -2.562
C 2.778 -3.927 -2.886
C -0.613 2.294 3.131
C 1.212 -4.023 1.104
C -0.903 3.903 -3.734
C -2.402 -1.042 -4.314
C -2.032 -3.146 4.534
C -0.627 4.937 3.873
C -2.429 -2.571 -1.634
C -2.976 -0.032 -3.330
C -1.377 -3.412 -1.477
C -2.861 -0.194 -1.936
C -3.562 0.649 -1.058
C 1.941 0.088 1.122
C -4.748 -0.770 0.593
C -1.922 -0.433 -5.639
C 1.929 -3.163 2.145
C -4.245 1.738 -1.591
C -1.125 4.066 -2.390
C 1.339 -2.064 -4.822
C -0.838 3.024 -1.491
C -4.293 1.956 -2.957
C -0.784 2.638 0.873
C -3.456 -2.105 -4.659
C -0.485 3.933 4.830
C -0.218 1.673 -3.258
C -0.429 2.671 -4.178
C 0.188 -4.285 -4.575
C -0.744 3.294 2.179
C -4.050 1.520 1.292
C -0.758 4.632 2.526
C 1.247 -5.501 1.516
C -1.310 -1.315 3.149
C -1.376 -1.941 4.407
C 1.783 -3.847 -0.281
C 3.062 -4.330 -0.546
C -3.687 0.325 0.410
C 0.643 -3.015 -3.845
C 1.037 -3.307 -1.340
C 3.570 -4.351 -1.833
C 3.929 0.628 -3.041
C 1.511 -3.402 -2.662
C -0.689 0.992 2.439
C 3.020 -0.923 -1.767
C -2.444 -3.053 2.195
B -0.612 -1.281 -1.056
H -1.393 0.502 -5.490
H 2.260 -5.816 1.773
H 1.609 0.033 2.154
H -5.096 1.805 1.162
H -0.865 5.401 1.773
H -4.835 2.808 -3.349
H -4.763 2.421 -0.931
H 1.631 -1.135 -4.328
H -0.379 4.206 5.871
H 2.296 2.047 -2.710
H -4.856 -1.014 1.652
H -3.433 2.395 1.077
H 3.154 -4.007 -3.899
H -3.909 1.255 2.342
H 3.012 -3.301 2.101
H -4.334 -1.626 -5.096
H -0.226 2.503 -5.226
H -5.715 -0.438 0.212
H -0.364 1.802 5.202
H 4.561 -4.746 -2.022
H -2.121 -3.625 5.500
H -2.742 -0.089 0.743
H 2.875 -1.848 -1.236
H -1.357 -4.486 -1.580
H -0.629 5.972 4.188
H 1.044 -4.805 -5.009
H 0.177 -3.707 1.068
H 3.656 -4.730 0.267
H -1.254 -1.132 -6.145
H -1.080 4.713 -4.428
H -3.802 1.189 -4.885
H -3.446 -2.823 -1.884
H -4.462 -1.681 0.067
H -1.549 -1.535 -3.841
H -1.477 4.995 -1.968
H 2.227 -2.521 -5.261
H -3.050 -2.811 -5.387
H 2.797 -0.571 0.993
H 0.126 0.696 -3.576
H 1.695 -2.116 1.973
H -2.843 -3.481 1.285
H 4.863 -1.252 -2.688
H 0.659 -1.816 -5.639
H 0.619 -5.648 2.396
H -0.315 -4.973 -3.896
H -3.776 -2.669 -3.787
H -2.760 -0.241 -6.310
H -0.942 -1.436 5.258
H 0.875 -6.140 0.714
H 1.587 -3.432 3.145
H -0.503 -4.034 -5.382
H 4.656 1.095 -3.680
H -3.128 -4.655 3.454
H -0.246 -2.507 -3.471
```



No. 5
C20H17AuCl5N2SSi as an isolated structure. Source: the Open Molecules 2025 dataset; level of theory: ωB97M-V/def2-TZVPD.

Results
energy relative to the best compared isomer or geometry (same formula, charge and spin) = 0.0 kJ/mol
F_max = 0.46 eV/Å
multiplicity = 1
orbital gap = 7.4 eV
HOMO = -11.4 eV
total charge = +1

The geometry in XYZ format:
```
47
C20H17AuCl5N2SSi | the Open Molecules 2025 dataset | ωB97M-V/def2-TZVPD
Au 0.453 0.514 1.437
Cl -0.417 3.650 1.555
Cl -1.861 4.990 3.961
Cl -0.938 -1.161 3.917
Cl -2.365 0.178 6.335
Cl -2.844 3.250 6.343
S 7.217 -1.389 -0.659
Si -1.835 0.222 0.537
N 5.774 -1.690 -2.818
N 2.148 -0.156 0.347
C -0.954 2.686 2.886
C -0.733 1.311 2.864
C 4.521 -0.932 -0.896
C -1.501 1.176 -1.024
C -1.828 1.136 5.022
C -2.087 -4.343 -0.313
C 4.484 -0.612 0.458
C 3.297 -0.235 1.040
C -2.042 2.516 5.025
C -1.180 0.548 3.939
C 3.325 -0.846 -1.603
C -3.094 -3.460 -0.673
C -3.359 0.818 1.399
C -0.954 -3.873 0.337
C -2.967 -2.110 -0.380
C -1.831 -1.619 0.276
C 5.827 -1.353 -1.521
C -0.829 -2.524 0.629
C -1.601 3.298 3.956
C 2.170 -0.458 -0.955
H -0.170 -4.561 0.624
H 3.247 -1.062 -2.658
H 6.629 -1.976 -3.266
H -3.505 0.327 2.361
H 0.056 -2.187 1.156
H -0.647 0.790 -1.581
H 5.391 -0.663 1.043
H 3.250 0.014 2.093
H -1.363 2.240 -0.837
H -3.770 -1.440 -0.670
H -3.980 -3.820 -1.177
H -4.213 0.569 0.763
H -3.353 1.899 1.542
H -2.385 1.058 -1.660
H -2.186 -5.397 -0.536
H 1.232 -0.386 -1.488
H 4.933 -1.689 -3.364
```



No. 6
One molecule with the formula BH3O in a non-equilibrium geometry. Source: the Open Molecules 2025 dataset; level of theory: ωB97M-V/def2-TZVPD.

Results
energy relative to the best compared isomer or geometry (same formula, charge and spin) = 0.0 kJ/mol
F_max = 3.84 eV/Å
multiplicity = 1
orbital gap = 12.0 eV
SMILES string = BO
HOMO = -11.3 eV

The geometry in XYZ format:
```
5
BH3O | the Open Molecules 2025 dataset | ωB97M-V/def2-TZVPD
O 0.049 0.238 0.931
B 0.118 -0.272 -0.244
H -0.388 1.072 0.726
H -0.409 0.310 -1.148
H 0.629 -1.347 -0.264
```



No. 7
C16H16BrFeN5O2S4Sb as an isolated structure in a non-equilibrium geometry. Source: the Open Molecules 2025 dataset; level of theory: ωB97M-V/def2-TZVPD.

Results
energy relative to the best compared isomer or geometry (same formula, charge and spin) = 63.5 kJ/mol
F_max = 1.13 eV/Å
multiplicity = 6
orbital gap (alpha / beta) = 5.3 / 5.4 eV
<S²> = 8.772
HOMO (alpha / beta) = -1.3 / -1.4 eV
total charge = -2

The geometry in XYZ format:
```
46
C16H16BrFeN5O2S4Sb | the Open Molecules 2025 dataset | ωB97M-V/def2-TZVPD
Sb 3.220 0.014 3.181
Br 3.205 7.035 -1.769
Fe 1.036 -0.133 0.789
S -1.344 1.488 1.328
S 3.227 0.398 0.746
S 4.325 -1.993 3.465
S 0.829 -0.573 2.970
O 0.787 2.365 -2.764
O 0.737 1.086 -0.941
N -0.739 -1.180 0.003
N 1.859 4.614 1.267
N -1.849 -0.553 -0.387
N -3.043 1.361 -0.680
N 1.572 -2.380 0.400
C 2.748 -2.947 0.607
C 1.462 3.393 -0.766
C 0.546 -4.523 0.602
C -2.088 -3.220 0.115
C -5.011 -0.076 -1.213
C 0.952 2.174 -1.555
C 2.392 5.604 0.561
C -0.794 -2.463 0.158
C 1.779 -5.103 0.828
C 2.465 5.547 -0.816
C -2.076 0.672 0.008
C -3.834 0.758 -1.726
C 2.912 -4.306 0.828
C 1.410 3.540 0.619
C 0.461 -3.144 0.392
C 1.999 4.442 -1.498
H 3.601 -2.279 0.630
H -3.380 2.176 -0.202
H -0.355 -5.122 0.604
H -5.503 -0.592 -2.043
H -2.879 -2.537 -0.181
H -2.042 -4.045 -0.601
H 1.856 -6.167 1.021
H -5.746 0.554 -0.707
H -3.162 0.124 -2.302
H 2.761 6.461 1.115
H 0.953 2.781 1.234
H 2.034 4.356 -2.575
H -4.209 1.552 -2.377
H -2.316 -3.630 1.101
H -4.650 -0.822 -0.505
H 3.894 -4.706 1.036
```



No. 8
One molecule with the formula C2H6OS in a non-equilibrium geometry. Source: the Open Molecules 2025 dataset; level of theory: ωB97M-V/def2-TZVPD.

Results
energy relative to the best compared isomer or geometry (same formula, charge and spin) = 215.9 kJ/mol
F_max = 4.96 eV/Å
multiplicity = 3
orbital gap (alpha / beta) = 4.9 / 8.6 eV
<S²> = 2.007
HOMO (alpha / beta) = -4.0 / -11.0 eV

The geometry in XYZ format:
```
10
C2H6OS | the Open Molecules 2025 dataset | ωB97M-V/def2-TZVPD
S 1.356 -0.365 -0.263
O 2.095 -0.719 1.011
C 0.565 1.201 0.243
C -0.204 -1.312 -0.147
H -0.357 -1.075 0.910
H 1.368 1.978 0.152
H -0.825 -0.828 -0.807
H 0.234 0.817 1.215
H -0.179 -2.375 -0.399
H -0.277 1.683 -0.223
```